ORCA calculation (ωB97M-V/def2-TZVPD) on a cluster of 5 separate species, C35H65F4N2O13S4 in total.

XYZ file:
```
123
Properties=species:S:1:pos:R:3:forces:R:3
S 4.095 -4.327 2.226 -0.10 0.25 -0.85
S -0.234 -2.795 4.211 0.10 -0.82 0.08
S 2.599 -8.621 -0.982 -0.53 -0.44 -0.05
S -6.751 -1.693 0.285 0.58 0.00 0.12
F -2.651 -0.540 -2.155 0.29 0.52 0.43
F -4.866 7.353 -0.801 0.46 -0.61 -0.07
F -1.555 1.019 -1.041 -0.02 -0.46 -0.25
F -0.684 -0.969 -1.397 -0.03 0.88 -0.57
O -0.623 -3.469 2.811 0.14 -0.14 0.23
O 3.652 -5.584 2.753 0.00 0.14 0.33
O 4.848 -3.402 3.016 0.08 -0.30 0.28
O 0.782 -1.810 3.984 -0.19 0.21 0.02
O 4.872 -4.587 0.858 -0.32 0.20 0.08
O 2.679 -7.435 -1.779 0.24 0.07 0.13
O -1.434 -2.478 4.920 0.02 0.39 -0.15
O -7.387 -2.968 0.388 -0.23 0.13 -0.06
O 3.625 -8.953 -0.041 0.12 0.32 -0.02
O 1.187 -8.647 -0.234 0.12 -0.19 -0.23
O -0.409 1.811 -3.270 0.26 -0.40 -0.18
O -5.800 -1.482 1.554 0.12 0.03 -0.34
O -7.508 -0.497 0.073 -0.19 -0.11 0.08
N 1.105 4.872 -1.036 0.25 -0.09 -0.16
N 6.051 5.291 0.034 0.01 0.15 -0.58
C -4.877 6.353 -1.781 -1.42 0.02 -0.47
C 0.879 -6.363 0.592 0.12 0.12 -0.23
C 5.916 5.728 -1.364 -0.26 0.26 0.24
C 1.027 -7.831 0.938 -0.04 0.52 0.58
C 2.708 -3.485 1.538 -0.04 0.00 -0.10
C -0.860 0.479 -3.297 -0.15 -0.49 -0.21
C -2.463 5.844 -1.184 -0.27 0.16 0.03
C -0.499 3.187 3.293 0.20 0.99 -0.76
C 4.446 5.641 -1.918 1.23 -0.36 0.19
C 2.759 3.786 -2.623 0.12 0.24 1.57
C 1.372 4.337 -2.265 -0.12 -0.52 -1.98
C 0.360 4.256 -3.207 -0.10 1.06 0.72
C -1.433 0.028 -1.931 -0.04 -0.57 -0.88
C 0.514 -4.214 4.942 0.07 -0.07 -0.12
C -0.934 4.780 -2.826 -0.14 -0.13 -0.56
C -0.078 4.692 3.182 1.04 -0.79 0.14
C -0.793 -1.594 1.244 0.18 0.06 0.69
C -3.493 5.825 -2.088 0.48 -0.17 -0.49
C -0.185 5.859 0.821 1.22 -0.79 -0.95
C 6.319 -6.517 1.303 -0.26 -0.07 0.18
C 6.233 -5.051 0.922 0.74 -0.49 0.11
C -1.168 5.328 -1.527 0.51 -0.28 -0.18
C -5.893 5.231 -1.397 0.40 -0.08 0.13
C 0.595 3.645 -4.584 -0.21 -1.04 0.47
C -7.124 -2.246 3.473 -0.16 -0.18 -0.24
C -2.026 4.772 -3.757 0.27 -0.06 0.38
C -1.501 -2.745 1.934 -0.30 0.51 -0.46
C 2.313 -9.999 -2.041 -0.10 -0.04 -0.07
C 0.593 4.901 1.787 -0.42 -0.18 -0.21
C -5.475 -1.791 -0.925 0.14 -0.03 -0.02
C -6.405 -1.093 2.801 -0.41 0.04 0.73
C 3.886 4.215 -1.644 0.26 0.47 -0.46
C -0.069 5.335 -0.625 -1.06 0.64 0.62
C 0.171 2.127 -4.531 -0.19 0.15 -0.71
C -3.250 5.268 -3.399 -0.15 0.22 0.26
H 1.651 3.667 -4.884 -0.44 0.24 0.21
H 5.688 -7.122 0.650 0.07 0.01 -0.04
H 2.247 -4.121 0.789 0.06 0.03 0.00
H 0.714 4.875 3.933 -0.61 0.07 -0.14
H -0.908 5.384 3.393 0.27 -0.23 -0.29
H 0.088 -6.217 -0.146 -0.05 -0.04 0.07
H 0.025 4.134 -5.386 0.21 0.05 0.48
H -5.342 4.333 -1.070 -0.43 0.28 -0.06
H 5.299 5.695 0.585 0.20 -0.25 0.16
H -0.059 -0.242 -3.566 -0.18 0.43 0.23
H 2.213 -10.897 -1.436 0.01 0.03 0.03
H 4.514 5.828 -3.006 -0.35 0.07 0.44
H 0.321 6.842 0.815 -0.70 -0.12 0.21
H -2.381 -2.399 2.479 0.10 -0.06 0.15
H 7.349 -6.869 1.234 0.01 0.08 -0.08
H 3.170 -10.081 -2.707 0.03 0.06 0.08
H -1.846 -3.458 1.185 0.14 -0.23 0.20
H -5.592 -0.752 3.442 0.18 -0.02 -0.28
H -5.310 6.843 -2.676 0.57 -0.08 0.28
H -4.962 -0.836 -0.979 -0.02 0.00 0.03
H -2.661 6.295 -0.206 0.19 -0.21 -0.45
H -7.990 -2.563 2.891 0.01 0.03 0.03
H 1.412 -9.815 -2.621 0.02 0.02 0.04
H -1.441 -1.135 0.513 -0.20 -0.12 0.15
H 1.887 4.912 -0.385 -0.20 -0.05 -0.06
H 3.048 4.129 -3.626 -0.20 -0.21 0.36
H 4.724 3.501 -1.773 -0.42 0.28 0.10
H -0.243 -4.981 5.081 -0.02 0.03 -0.01
H 3.041 -2.547 1.102 0.05 0.00 0.06
H 2.002 -3.299 2.345 0.12 0.07 0.03
H 6.597 5.128 -1.990 -0.29 0.16 0.23
H 0.637 3.912 1.283 -0.07 0.37 0.39
H 6.057 4.280 0.108 -0.17 0.18 0.19
H -7.474 -1.953 4.464 0.09 0.07 0.00
H 3.884 6.450 -1.417 -0.13 -0.37 -0.38
H -7.074 -0.243 2.648 0.03 -0.05 -0.21
H 0.122 -8.178 1.436 0.02 -0.25 -0.23
H 3.614 4.164 -0.574 -0.02 -0.34 -0.42
H 1.314 -4.567 4.293 -0.01 -0.01 0.03
H 0.420 2.577 3.230 -0.48 0.11 0.38
H 6.651 -4.912 -0.074 -0.30 0.17 -0.05
H -0.578 1.917 -5.326 0.33 0.16 0.33
H 6.814 -4.428 1.606 -0.20 0.09 0.05
H -1.086 2.992 4.200 0.25 -0.17 -0.38
H -6.464 -3.109 3.567 0.03 0.06 0.07
H -4.789 -2.589 -0.647 -0.04 0.02 0.02
H 6.281 6.773 -1.399 -0.28 -0.45 -0.23
H 1.654 5.206 1.890 -0.58 0.13 0.02
H 1.800 -5.971 0.159 0.01 -0.11 0.00
H -1.253 5.914 1.050 0.52 0.20 0.24
H -1.060 2.957 2.364 -0.14 -0.13 0.69
H 0.650 -5.778 1.484 -0.06 -0.11 0.05
H -6.544 4.975 -2.252 0.46 0.05 0.31
H -1.655 0.341 -4.061 0.23 0.18 0.44
H -4.065 5.273 -4.135 0.34 -0.02 0.35
H 1.030 1.459 -4.747 -0.26 0.32 0.27
H -1.841 4.360 -4.753 -0.34 0.22 0.40
H -5.945 -2.026 -1.879 -0.09 0.02 0.07
H 2.686 2.680 -2.613 -0.03 0.50 -0.18
H 0.927 -3.906 5.901 -0.05 0.08 -0.04
H -0.500 -0.828 1.964 -0.02 -0.04 0.01
H 5.975 -6.679 2.325 0.05 0.01 -0.02
H 1.857 -7.990 1.630 0.09 -0.05 -0.16
H 0.117 -1.941 0.752 -0.09 -0.04 -0.07
H -6.563 5.560 -0.585 0.44 0.03 -0.31
```
Positions in Å, forces in eV/Å.

## Properties
- orbital gap (eV) = 7.84
- energy (a.u.) = -4452.2053
- E_HOMO (eV) = -11.63
- net charge = +1

Atomic partial charges in e from the Mulliken method, atoms 1 to 8:
1. S 1.314
2. S 1.207
3. S 1.297
4. S 1.126
5. F -0.316
6. F -0.356
7. F -0.191
8. F -0.280